ORCA calculation (wB97M-V/def2-TZVPD) on the ion C9H21N2 with charge +1 at a distorted geometry.

```
32
Properties=species:S:1:pos:R:3:nbo_charge:R:1
C -1.48 -0.96 1.98 -0.623
C -2.16 -0.08 0.98 -0.417
C -1.33 0.60 -0.05 -0.065
C -2.26 1.23 -1.04 -0.597
N -0.29 -0.21 -0.64 -0.323
C -0.61 -1.43 -1.18 0.386
N 0.39 -2.21 -1.63 -0.757
C 1.10 0.28 -0.51 -0.030
C 1.36 1.68 -1.04 -0.619
C 1.54 0.05 0.91 -0.415
C 3.16 0.15 0.84 -0.605
H -0.49 -0.61 2.31 0.211
H -2.08 -0.94 2.93 0.251
H -1.28 -2.05 1.53 0.194
H -2.72 0.85 1.58 0.238
H -2.89 -0.70 0.49 0.207
H -0.66 1.41 0.35 0.214
H -3.07 1.75 -0.60 0.242
H -2.76 0.30 -1.50 0.186
H -1.81 1.86 -1.79 0.231
H -1.59 -1.70 -1.49 0.236
H -0.10 -3.10 -2.04 0.431
H 1.37 -2.31 -1.39 0.446
H 1.54 -0.38 -1.23 0.192
H 1.13 1.73 -2.12 0.234
H 2.36 1.96 -0.92 0.246
H 0.84 2.33 -0.40 0.214
H 1.08 0.84 1.59 0.223
H 1.24 -0.91 1.27 0.214
H 3.42 1.16 0.90 0.217
H 3.44 -0.20 1.81 0.228
H 3.62 -0.39 0.09 0.209
```

Summary:
largest force on an atom = 6.115 eV/A
energy = -464.7376 Ha
SMILES string = CC[C@H](C)[N+](=CN)[C@@H](C)CC
net charge = +1
2S+1 = 1
orbital gap = 10.37 eV



ORCA calculation (wB97M-V/def2-TZVPD) on the ion C9H21N2O2S with charge +1 at a distorted geometry.

```
35
Properties=species:S:1:pos:R:3:nbo_charge:R:1
C 1.70 3.53 -0.18 -0.625
C 2.08 2.20 0.36 -0.344
C 2.80 1.28 -0.69 -0.459
C 3.20 0.07 -0.04 -0.586
S 1.88 -1.29 -0.04 2.073
O 2.07 -2.18 1.05 -0.872
O 1.50 -1.81 -1.37 -0.900
C 0.33 -0.41 0.50 -0.017
N -0.60 -0.56 -0.39 -0.454
C -2.06 -0.83 -0.12 0.288
C -2.44 -1.79 -1.25 -0.657
C -2.89 0.45 -0.57 -0.617
N -2.18 -1.04 1.26 -0.654
C -1.89 -2.35 1.79 -0.438
H 2.64 3.94 -0.51 0.225
H 1.07 3.44 -1.14 0.211
H 1.18 4.09 0.65 0.236
H 2.72 2.24 1.31 0.209
H 1.22 1.52 0.59 0.156
H 3.71 1.83 -1.07 0.242
H 2.05 1.34 -1.53 0.240
H 4.12 -0.19 -0.50 0.282
H 3.45 0.16 0.99 0.254
H 0.12 -0.05 1.54 0.290
H -0.20 -1.09 -1.22 0.464
H -2.27 -1.21 -2.08 0.222
H -3.51 -1.81 -1.29 0.244
H -1.99 -2.81 -1.32 0.244
H -3.95 0.21 -0.70 0.242
H -2.67 1.27 0.16 0.234
H -2.53 0.71 -1.64 0.228
H -3.08 -0.71 1.56 0.396
H -2.78 -3.07 1.47 0.197
H -1.86 -2.33 2.92 0.236
H -0.92 -2.77 1.45 0.210
```

Summary:
largest force on an atom = 5.021 eV/A
energy = -1013.3329 Ha
SMILES string = CCCCS(=O)(=O)/C=[NH+]/C(C)(C)NC
net charge = +1
2S+1 = 1
orbital gap = 8.42 eV



ORCA calculation (wB97M-V/def2-TZVPD) on the molecule C9H21N3 at a distorted geometry.

```
33
Properties=species:S:1:pos:R:3:nbo_charge:R:1
C -2.17 -0.37 -2.50 -0.639
C -0.93 0.26 -1.85 -0.264
N 0.00 -0.77 -1.59 -0.451
C 1.41 -0.31 -1.26 -0.064
N 1.29 0.38 -0.01 -0.529
C 2.28 1.70 0.35 -0.174
C 2.55 2.58 -0.88 -0.633
C 0.66 -0.21 1.19 -0.051
N -0.77 -0.50 0.91 -0.483
C -1.45 -1.29 1.94 -0.228
C -1.80 -0.37 3.13 -0.599
C -0.45 -1.45 -0.33 -0.085
H -1.88 -1.43 -3.11 0.205
H -2.99 0.04 -3.18 0.240
H -2.48 -1.00 -1.53 0.199
H -0.70 0.99 -2.55 0.196
H -1.22 0.88 -1.03 0.199
H 1.66 0.23 -2.17 0.214
H 1.74 -1.46 -1.44 0.186
H 3.35 1.17 0.65 0.188
H 1.87 2.44 1.03 0.211
H 1.79 3.32 -1.19 0.215
H 3.45 3.02 -0.64 0.215
H 2.84 1.91 -1.66 0.206
H 1.34 -1.10 1.68 0.156
H 0.77 0.64 2.10 0.195
H -2.58 -1.41 1.36 0.202
H -1.12 -2.40 2.50 0.190
H -0.89 -0.07 3.79 0.207
H -2.51 0.24 2.91 0.198
H -2.30 -1.24 3.73 0.199
H -1.16 -2.18 -0.50 0.199
H 0.38 -2.24 0.20 0.179
```

Summary:
largest force on an atom = 9.154 eV/A
energy = -519.4734 Ha
SMILES string = CCN1CN(CC)CN(CC)C1
net charge = 0
2S+1 = 1
orbital gap = 9.20 eV